Entry w
C5H10O2S | wB97M-V/def2-TZVPD

The HOMO-LUMO gap comes out at 10.1731 eV. The HOMO energy is -9.33 eV.

ORCA input file:
```
! RIJCOSX wB97M-V def2-TZVPD def2/J DEFGRID3
* xyz 0 1
C 1.496 -1.559 0.451
C -0.664 1.238 0.031
C -2.185 1.558 0.204
C -0.707 -0.256 0.118
C 0.530 -0.839 -0.566
O -2.696 -1.893 -0.191
O -2.872 0.638 -0.663
S -2.101 -0.772 -0.983
H 2.312 -1.709 -0.130
H 0.984 -2.387 0.785
H -0.464 1.699 -0.983
H -0.147 1.666 0.762
H -2.555 1.315 1.172
H -2.328 2.635 0.165
H -0.844 -0.576 1.073
H 0.365 -1.587 -1.319
H 1.712 -0.735 1.287
H 1.196 -0.111 -1.019
*
```

***

Entry x
C5H10O2S | wB97M-V/def2-TZVPD

The HOMO-LUMO gap comes out at 4.1563 eV. The HOMO energy is -7.44 eV.

ORCA input file:
```
! RIJCOSX wB97M-V def2-TZVPD def2/J DEFGRID3
* xyz 0 1
O -2.014 0.283 1.417
C -2.220 1.125 0.365
O -3.135 1.907 0.356
C -1.260 0.946 -0.713
C -0.223 -0.005 -0.664
C -0.636 -1.440 -1.081
S 2.449 -0.928 -0.266
C 3.983 -0.588 0.608
H -2.730 0.513 2.041
H -1.432 1.570 -1.579
H 0.232 -2.079 -1.057
H 0.703 0.316 -1.183
H 0.018 -0.114 0.415
H -1.081 -1.442 -2.075
H -1.361 -1.827 -0.369
H 4.175 -1.442 1.258
H 4.007 0.313 1.222
H 4.794 -0.541 -0.114
*
```

***

The winner here is entry w, beating the second structure by 0.0681 hartree.

***

Entry w
C12H17N3O2 | wB97M-V/def2-TZVPD

The HOMO-LUMO gap comes out at 7.4792 eV. The HOMO energy is -7.43 eV.

ORCA input file:
```
! RIJCOSX wB97M-V def2-TZVPD def2/J DEFGRID3
* xyz 0 1
C 3.905 1.605 2.146
H 3.789 2.579 2.130
H 4.120 1.187 1.112
H 4.763 1.190 2.792
C 2.823 0.798 2.421
N 1.629 1.495 1.742
C 1.514 1.048 0.423
H 0.879 1.368 -0.143
C 0.877 -0.662 0.495
C -0.484 -0.512 1.090
N -1.768 -0.789 0.911
N -1.885 -1.221 -0.429
C -1.449 -0.485 -1.840
O -0.900 0.484 -1.700
C -2.227 -1.044 -2.898
C -2.163 -0.397 -4.167
C -3.003 -1.250 -5.082
C -3.649 -2.062 -4.055
O -3.325 -2.057 -2.808
H -4.478 -2.831 -4.107
H -3.154 -1.374 -5.973
H -1.575 0.367 -4.404
H -2.852 -1.705 -0.536
C -0.447 0.193 2.618
H 0.269 -0.875 3.259
H -1.418 0.071 2.955
C 0.394 1.495 2.278
H -0.493 1.981 1.903
H 0.411 2.018 3.439
H 1.443 -1.204 0.936
H 0.662 -1.021 -0.517
H 2.535 0.687 -0.011
H 2.389 1.104 3.617
H 2.867 -0.182 2.404
*
```

***

Entry x
C12H17N3O2 | wB97M-V/def2-TZVPD

The HOMO-LUMO gap comes out at 8.1364 eV. Its structure (SMILES) is CN1CCCN(c2ccc([N+](=O)[O-])cc2)CC1. The HOMO energy is -8.11 eV.

ORCA input file:
```
! RIJCOSX wB97M-V def2-TZVPD def2/J DEFGRID3
* xyz 0 1
C 2.550 0.485 1.866
N 1.823 -0.291 0.888
C 2.200 0.067 -0.463
H 2.054 1.146 -0.553
C 1.337 -0.666 -1.508
N 0.005 -0.961 -1.029
C -0.896 0.036 -0.804
C -0.714 1.322 -1.355
C -1.642 2.317 -1.180
C -2.799 2.076 -0.440
C -3.004 0.815 0.115
C -2.076 -0.179 -0.062
H -2.271 -1.134 0.395
H -3.900 0.639 0.691
N -3.755 3.107 -0.251
O -4.757 2.849 0.395
O -3.528 4.198 -0.746
H -1.492 3.296 -1.609
H 0.163 1.549 -1.936
C -0.123 -2.258 -0.402
C 0.393 -2.274 1.040
H -0.251 -1.653 1.664
H 0.364 -3.298 1.416
C 1.819 -1.723 1.151
H 2.173 -1.899 2.169
H 2.492 -2.267 0.473
H 0.453 -2.971 -0.999
H -1.165 -2.582 -0.437
H 1.289 -0.075 -2.425
H 1.805 -1.617 -1.769
H 3.265 -0.149 -0.675
H 2.388 1.544 1.670
H 3.634 0.291 1.853
H 2.165 0.260 2.859
*
```

***

The winner here is entry x, beating the second structure by 0.4011 hartree.

***

Entry w
CH4FOPS | wB97M-V/def2-TZVPD

The HOMO-LUMO gap comes out at 8.6597 eV. The HOMO energy is -9.29 eV.

ORCA input file:
```
! RIJCOSX wB97M-V def2-TZVPD def2/J DEFGRID3
* xyz 0 1
C 0.168 -0.492 -0.681
O -0.088 1.962 1.249
F 2.155 1.504 0.224
P 1.057 0.762 1.232
S 1.767 0.249 2.968
H -0.305 0.471 -0.747
H 1.172 -0.453 -1.280
H -0.393 -1.437 -0.532
H 0.188 2.641 1.892
*
```

***

Entry x
CH4FOPS | wB97M-V/def2-TZVPD

The HOMO-LUMO gap comes out at 9.8866 eV. Its structure (SMILES) is C[P@](O)(F)=S. The HOMO energy is -9.41 eV.

ORCA input file:
```
! RIJCOSX wB97M-V def2-TZVPD def2/J DEFGRID3
* xyz 0 1
C 0.352 -0.219 0.612
O -0.916 1.078 -1.385
F -1.259 1.582 0.901
P -1.256 0.281 -0.062
S -3.055 -0.621 0.016
H 0.284 -0.346 1.774
H 0.855 -1.249 0.530
H 1.218 0.461 0.436
H -1.521 1.763 -1.522
*
```

***

The winner here is entry x, beating the second structure by 0.0566 hartree.

***

Entry w
C5H19NO6 | wB97M-V/def2-TZVPD

The HOMO-LUMO gap comes out at 9.4925 eV. Its structure (SMILES) is C=CCCC(N)=O.O.O.O.O.O. The HOMO energy is -9.20 eV.

ORCA input file:
```
! RIJCOSX wB97M-V def2-TZVPD def2/J DEFGRID3
* xyz 0 1
C -1.840 0.289 0.333
C -1.534 1.820 0.327
C -1.306 2.165 -1.138
C -2.208 2.556 -2.025
C -1.097 -0.599 -0.620
N 0.225 -1.066 -0.337
O -1.453 -0.940 -1.760
H -1.792 -0.092 1.402
H -2.909 0.127 0.179
H -0.628 1.932 0.952
H -2.220 2.479 0.845
H -0.277 1.978 -1.267
H -1.927 2.624 -3.070
H -3.218 2.849 -1.697
H 0.423 -0.836 0.625
H 0.566 -1.905 -0.883
H -0.031 -0.562 2.817
H 1.433 -0.921 2.629
O 0.654 -1.058 2.225
H 1.241 1.424 0.311
H 2.581 0.440 0.527
O 2.211 1.328 0.590
H 4.390 -0.838 0.921
H 3.004 -1.595 0.679
O 3.415 -0.915 1.227
H 1.484 0.014 -3.036
H 2.984 0.320 -3.063
O 2.335 -0.381 -2.770
H -0.985 -2.591 2.110
H -2.494 -2.299 2.600
O -1.574 -2.093 2.676
*
```

***

Entry x
C5H19NO6 | wB97M-V/def2-TZVPD

The HOMO-LUMO gap comes out at 9.9801 eV. Its structure (SMILES) is C[C@@H](CCO)NC=O.O.O.O.O. The HOMO energy is -9.79 eV.

ORCA input file:
```
! RIJCOSX wB97M-V def2-TZVPD def2/J DEFGRID3
* xyz 0 1
O -2.558 -0.447 1.148
C -1.579 0.059 1.662
N -0.300 -0.147 1.251
C 0.810 0.819 1.343
C 2.141 0.179 1.083
C 2.410 -0.254 -0.346
O 2.876 0.851 -1.151
C 0.864 1.373 2.801
H -1.734 0.833 2.423
H -0.009 -0.774 0.505
H 0.737 1.725 0.656
H 2.242 -0.654 1.815
H 3.087 0.769 1.293
H 3.274 -0.982 -0.561
H 1.569 -0.741 -0.854
H 2.275 0.961 -1.902
H 1.637 2.124 2.716
H 1.073 0.574 3.481
H -0.034 1.895 3.182
H -0.273 1.583 -3.075
H -0.552 0.914 -4.336
O 0.195 1.071 -3.748
H -2.798 0.663 -2.703
H -2.621 0.940 -1.270
O -2.091 0.683 -2.040
H -0.074 -2.885 -1.485
H -1.148 -2.204 -0.709
O -0.181 -2.324 -0.710
H -2.982 -2.501 0.555
H -3.270 -1.602 -0.609
O -2.988 -2.502 -0.414
*
```

***

The winner here is entry x, beating the second structure by 0.0535 hartree.

***

Entry w
C2H5PS2 | wB97M-V/def2-TZVPD

The HOMO-LUMO gap (alpha / beta) comes out at 6.8775 / 6.8791 eV. Its structure (SMILES) is CS[PH2]=C=S. The HOMO energy (alpha / beta) is -7.89 / -7.89 eV.

ORCA input file:
```
! RIJCOSX wB97M-V def2-TZVPD def2/J DEFGRID3
* xyz 0 1
C 2.365 1.626 -0.252
C -1.911 -0.646 0.366
P 1.139 0.157 -0.099
S 2.256 3.175 -0.103
S -0.336 -1.482 0.194
H -2.241 -0.726 1.517
H -2.557 -1.269 -0.276
H -1.924 0.328 -0.133
H 1.259 -0.186 -1.414
H 1.951 -0.977 0.201
*
```

***

Entry x
C2H5PS2 | wB97M-V/def2-TZVPD

The HOMO-LUMO gap comes out at 7.4493 eV. The HOMO energy is -7.66 eV.

ORCA input file:
```
! RIJCOSX wB97M-V def2-TZVPD def2/J DEFGRID3
* xyz 0 1
C -0.004 0.580 0.126
C 0.201 0.150 -1.334
P -2.765 -0.611 -0.777
S -1.601 -0.061 0.800
S -1.000 1.947 0.677
H 0.788 0.210 0.733
H -0.554 -0.596 -1.475
H 1.176 -0.239 -1.537
H -0.032 0.978 -2.044
H -3.480 -1.231 0.140
*
```

***

The winner here is entry x, beating the second structure by 0.0526 hartree.

***

Entry w
C5H13NSi | wB97M-V/def2-TZVPD

The HOMO-LUMO gap comes out at 7.9412 eV. The HOMO energy is -7.47 eV.

ORCA input file:
```
! RIJCOSX wB97M-V def2-TZVPD def2/J DEFGRID3
* xyz 0 1
C -2.216 0.382 -0.298
C -1.243 1.368 0.434
C -1.873 -1.030 -0.115
C 1.560 -1.241 1.298
C 2.283 0.012 -1.520
N 0.106 1.170 -0.060
Si 0.872 -0.353 -0.190
H -3.229 0.598 0.179
H -2.274 0.621 -1.360
H -1.550 2.393 0.220
H -1.438 1.474 1.577
H -2.057 -1.435 0.966
H -2.217 -1.784 -0.886
H 2.099 -0.618 1.979
H 0.572 -1.582 1.814
H 2.176 -2.108 1.117
H 1.787 0.479 -2.462
H 3.076 0.624 -1.048
H 2.830 -0.901 -1.810
H 0.737 1.931 0.166
*
```

***

Entry x
C5H13NSi | wB97M-V/def2-TZVPD

The HOMO-LUMO gap (alpha / beta) comes out at 8.2782 / 9.1279 eV. The HOMO energy (alpha / beta) is -8.24 / -9.09 eV.

ORCA input file:
```
! RIJCOSX wB97M-V def2-TZVPD def2/J DEFGRID3
* xyz 0 1
C 2.009 -0.417 -0.048
C 3.459 -0.567 0.502
C 1.560 1.092 -0.256
C -3.645 -0.158 0.076
C -0.996 -1.105 -1.014
N 1.342 -1.439 -0.333
Si -1.708 -0.049 0.359
H 3.634 0.043 1.414
H 3.939 -1.541 0.691
H 4.109 -0.106 -0.179
H 1.055 1.230 0.698
H 0.795 1.141 -1.106
H 2.291 1.783 -0.385
H -4.176 0.676 -0.432
H -4.061 -0.864 -0.626
H -4.072 -0.399 1.068
H -1.465 -2.060 -1.180
H -0.312 -0.602 -1.744
H -1.718 -0.837 1.783
H -1.389 1.435 0.535
*
```

***

The winner here is entry w, beating the second structure by 0.1031 hartree.